[1]
Here is a single C23H20N2O4S molecule from OMol25. Energies are from wB97M-V/def2-TZVPD.

Positions of all 50 atoms, in Å:
S 3.196 -0.310 -0.076
O 1.839 3.154 1.145
O -2.017 2.513 -2.409
O -0.071 4.007 -0.983
O -1.647 -0.089 3.798
N -0.942 0.657 -1.550
N -0.002 -3.356 -3.685
C 2.728 1.014 0.943
C 0.613 -2.784 -4.705
C 4.301 -0.881 1.101
C -0.098 -0.442 0.474
C 4.313 -0.105 2.218
C -0.260 -0.641 -4.155
C -1.732 -0.401 -2.128
C -0.089 2.683 -0.982
C -0.739 -1.939 2.711
C -0.742 -2.600 -2.895
C -0.115 -2.534 1.636
C 0.210 -1.792 0.511
C -1.146 1.971 -1.753
C -3.325 1.562 3.116
C 0.515 -1.429 -4.987
C 0.728 1.776 -0.394
C -1.057 -0.577 2.680
C 3.428 0.983 2.123
C -2.025 1.275 3.862
C -0.911 -1.232 -3.077
C 0.237 0.391 -0.744
C -0.738 0.163 1.548
C 1.776 2.074 0.586
H 0.967 -0.151 -1.360
H -1.214 1.918 3.502
H -2.164 1.463 4.930
H -0.810 4.311 -1.543
H -0.962 1.216 1.486
H -3.220 1.363 2.052
H 1.032 -1.004 -5.833
H 4.936 -0.299 3.073
H 3.289 1.725 2.888
H 0.125 -3.586 1.671
H 4.878 -1.760 0.894
H -0.990 -2.501 3.595
H -2.556 0.086 -2.659
H -4.121 0.933 3.506
H -2.138 -1.032 -1.329
H 1.210 -3.445 -5.320
H -0.366 0.420 -4.333
H -3.599 2.604 3.253
H -1.228 -3.113 -2.074
H 0.705 -2.258 -0.327

The value obtained for the total energy is -46181.07851 eV. The largest force on an atom is 0.97 eV Å⁻¹. The HOMO energy is -8.647 eV. As for the relative energy (zero: lowest compared OMol25 entry of this formula, charge and spin): 2.404 eV. The calculation puts the frontier orbital gap at 8.3 eV.



[2]
Here is a molecular structure, CH3IOS2 from OMol25. Energies are from wB97M-V/def2-TZVPD.

Positions of all 8 atoms, in Å:
I 2.074 -1.144 0.222
S -0.486 0.785 0.578
S 1.171 2.394 -0.723
O -1.900 0.854 0.306
C 0.013 -0.719 -0.423
H -0.665 -1.532 -0.043
H -0.142 -0.561 -1.516
H -0.065 -0.077 1.599

The value obtained for the total energy is -32899.68659 eV. The largest force on an atom is 3.78 eV Å⁻¹. The HOMO energy (alpha / beta) is -9.446 / -9.299 eV. As for the relative energy (zero: lowest compared OMol25 entry of this formula, charge and spin): 4.133 eV. The calculation puts the frontier orbital gap (alpha / beta) at 7.2 / 7.1 eV.



[3]
Here is 13 unconnected molecules or ions with the total composition C63H157N11O15 from OMol25. Energies are from wB97M-V/def2-TZVPD.

Positions of all 246 atoms, in Å:
O 4.557 4.898 4.626
O -4.772 -5.522 4.724
O -4.151 3.611 -2.606
O -3.305 -2.358 -3.393
O 0.346 1.118 -0.958
O -1.465 3.507 -6.610
O -5.822 -3.384 0.546
O 0.465 -4.668 2.704
O 0.166 -0.706 6.642
O 3.053 6.251 -4.041
O -2.403 3.661 -0.380
O 2.500 4.434 -1.787
O 0.758 5.416 0.242
O -2.790 2.711 4.786
O 3.969 -1.853 -4.077
N -1.967 -2.231 -3.741
N -3.860 -1.569 -0.736
N 4.904 -1.830 -3.032
N -3.598 1.624 1.250
N 4.397 3.625 4.168
N -5.758 2.811 -0.376
N 2.678 -7.073 0.909
N -1.789 -0.551 1.355
N -1.621 -3.686 5.308
N 3.028 -2.924 6.204
N 0.640 4.860 -3.826
C 1.567 -6.654 1.688
C -3.052 -3.900 5.176
C 5.542 -0.949 -0.802
C -4.803 1.000 3.388
C 0.349 -3.138 -3.750
C 1.296 -7.668 2.890
C -2.485 -1.802 -6.139
C 3.007 3.190 4.225
C -0.591 -0.046 0.797
C -3.556 -2.868 4.087
C -6.284 3.587 -1.429
C 3.686 1.255 2.659
C 5.114 4.047 1.902
C 6.796 -0.947 -4.475
C 3.745 4.760 -2.247
C -1.113 -0.639 7.330
C 7.044 -0.931 -1.246
C -6.470 -4.676 0.666
C 2.890 1.713 3.861
C 2.177 -1.791 5.880
C 4.343 0.538 -2.469
C -5.637 -0.429 -1.737
C 5.169 1.674 2.784
C -5.537 3.285 -2.686
C -5.286 -1.392 -0.607
C 1.923 4.015 3.474
C -1.564 2.794 5.564
C 4.519 -0.909 -1.920
C 7.341 -2.097 -2.229
C 0.695 1.207 -2.376
C 3.102 -1.255 -1.368
C -0.793 0.364 -0.669
C -1.169 4.301 -0.701
C 0.879 -1.941 6.755
C 0.559 -2.472 -5.108
C -0.567 -4.625 1.750
C -0.181 4.339 0.476
C -5.261 -6.812 4.371
C -0.906 6.148 -5.154
C -0.131 -1.118 -5.275
C -6.110 -2.726 -0.650
C -1.670 -1.290 -4.929
C -2.557 2.148 3.524
C -1.574 -4.665 -4.315
C -3.373 -5.391 4.915
C -0.504 4.740 -4.701
C -2.196 0.090 -4.479
C 2.498 3.246 5.738
C 3.698 6.166 -2.848
C 1.991 -1.948 4.380
C 1.655 -5.160 2.084
C 6.814 3.355 3.763
C 6.313 -1.954 -3.475
C -1.328 -3.775 -1.934
C -3.443 3.296 -3.789
C -1.344 2.432 -7.583
C 5.363 3.167 3.149
C -1.146 -3.465 -3.475
C -6.351 5.097 -1.088
C -0.196 3.773 -5.914
C 6.335 -3.406 -4.148
C 0.517 -1.055 0.985
C -3.819 1.981 2.677
H 4.937 5.105 2.095
H 4.231 3.782 1.320
H -2.825 3.658 -1.243
H -7.522 -4.535 0.916
H -3.218 2.421 0.761
H -3.495 -3.614 6.130
H -1.055 1.556 -7.002
H 0.108 2.757 -5.663
H -1.155 -3.780 4.417
H -1.912 6.014 -5.552
H 8.378 -2.049 -2.560
H 2.902 -2.195 -0.853
H 3.727 1.226 -1.889
H -4.598 -7.177 3.586
H 1.604 -2.295 -5.361
H -1.193 -3.764 1.986
H 1.788 5.035 3.832
H 5.320 1.020 -2.497
H -3.342 4.221 -4.357
H 1.710 -4.491 1.226
H -1.171 -5.529 1.831
H -0.307 -4.681 0.694
H 0.280 3.387 0.737
H -0.041 -0.835 -6.323
H -0.084 1.580 -3.040
H -1.391 0.346 7.703
H -1.753 3.396 6.453
H 5.820 -4.125 -3.511
H 1.822 4.445 -2.466
H 6.885 2.765 4.677
H 0.667 -2.554 -2.886
H -3.087 -5.896 5.838
H -2.195 2.089 -8.172
H -2.252 -4.281 -1.655
H 0.562 4.238 -6.544
H -5.450 0.492 2.673
H -2.529 2.753 -3.549
H 2.685 -0.863 6.139
H -1.807 0.880 -5.122
H 1.418 5.259 -4.331
H -1.336 5.356 -0.917
H -3.260 -3.154 3.078
H 2.546 -3.752 5.886
H -6.393 -5.268 -0.246
H 3.298 2.854 6.366
H -2.764 -1.084 -6.910
H 2.111 4.107 2.404
H 1.866 1.437 3.607
H -4.632 -2.696 4.099
H -1.024 -5.461 -3.813
H -1.793 -0.497 2.363
H -2.808 -5.734 4.049
H -6.022 3.950 -3.400
H -7.178 -2.514 -0.707
H -7.119 5.569 -1.700
H 2.950 -1.840 3.874
H 2.196 -7.726 3.503
H 1.311 -1.150 4.081
H -4.970 0.421 -1.878
H -1.173 1.851 5.946
H -6.335 -6.870 4.196
H -3.427 -2.057 -2.490
H -4.767 2.984 -0.294
H 5.616 -3.360 -4.966
H 5.479 1.533 1.748
H 0.267 5.663 -3.339
H -4.215 0.248 3.915
H 2.379 -1.323 -2.181
H -1.856 -1.152 6.718
H -0.586 2.647 -8.335
H 0.968 3.502 3.582
H -1.263 -1.203 8.251
H 3.009 -6.223 0.474
H 1.587 -2.908 4.058
H 2.315 -7.566 0.106
H 4.222 -1.128 -4.653
H -5.437 1.559 4.076
H 1.222 -2.096 7.778
H -6.006 3.175 0.533
H -1.284 -2.862 -1.340
H -3.411 -0.665 -0.725
H 7.155 -2.937 -1.561
H -1.097 -4.491 -5.280
H -1.346 4.436 -4.078
H 1.599 1.800 -2.507
H 7.787 -1.035 -0.455
H 5.490 -0.108 -0.111
H 0.978 -8.663 2.579
H 0.593 -1.794 0.188
H -1.054 6.781 -4.280
H 7.179 4.373 3.893
H 1.114 0.280 -2.767
H -0.593 -4.453 -1.499
H -4.539 1.495 0.905
H -1.494 -2.711 5.537
H 1.532 4.987 -0.130
H -3.477 -2.106 0.030
H 6.396 -1.210 -5.454
H -4.306 2.943 2.836
H -0.287 0.793 1.423
H 5.770 1.010 3.405
H 3.245 1.184 4.745
H -1.980 0.283 -3.428
H 1.496 2.850 5.900
H -5.444 -0.873 0.339
H 2.708 -0.479 -0.712
H -2.651 -4.784 -4.435
H 3.515 0.192 2.495
H -5.612 -0.888 -2.725
H 3.830 0.602 -3.429
H 7.271 -0.072 -1.877
H -0.846 4.614 1.294
H -7.315 3.255 -1.553
H -6.048 -3.206 -1.627
H 5.530 -1.865 -0.211
H 4.734 6.453 -3.028
H 4.380 5.464 3.871
H 0.585 -7.335 3.647
H 3.218 6.804 -2.107
H -2.518 0.085 1.067
H -5.962 -5.234 1.452
H 6.451 0.057 -4.228
H -3.945 2.503 -4.343
H 0.803 -6.705 0.912
H -1.655 1.030 -0.630
H -2.033 1.199 3.630
H 4.012 3.977 -2.957
H 3.848 -2.750 5.641
H -6.696 5.167 -0.057
H -1.803 2.693 2.956
H -0.672 3.144 5.045
H -5.659 2.235 -2.951
H -1.989 -2.649 -6.612
H -3.481 -2.131 -5.842
H 1.479 -0.559 0.857
H 3.268 1.680 1.746
H -3.377 -1.833 4.377
H 7.490 3.008 2.981
H 2.444 4.234 6.195
H 1.018 -3.997 -3.696
H 3.058 7.185 -4.266
H 5.968 4.080 1.226
H -6.645 -0.033 -1.616
H 0.332 -0.315 -4.702
H -5.452 5.706 -1.178
H -3.279 0.177 -4.564
H -5.158 -7.542 5.173
H 7.871 -0.770 -4.489
H 4.496 4.689 -1.460
H -0.245 6.642 -5.867
H 0.486 -1.526 1.968
H -0.966 -0.544 -1.247
H 0.301 -3.136 -5.933
H 0.228 -2.782 6.518
H -0.703 3.705 -1.485
H 7.319 -3.722 -4.495
H 2.519 -4.884 2.688

The value obtained for the total energy is -114966.66859 eV. The largest force on an atom is 3.96 eV Å⁻¹. The HOMO energy is -7.395 eV. As for the relative energy (zero: lowest compared OMol25 entry of this formula, charge and spin): 3.313 eV. The calculation puts the frontier orbital gap at 7.6 eV.



Please write out number 1 again, unchanged.
Here is a single C23H20N2O4S molecule from OMol25. Energies are from wB97M-V/def2-TZVPD.

Positions of all 50 atoms, in Å:
S 3.196 -0.310 -0.076
O 1.839 3.154 1.145
O -2.017 2.513 -2.409
O -0.071 4.007 -0.983
O -1.647 -0.089 3.798
N -0.942 0.657 -1.550
N -0.002 -3.356 -3.685
C 2.728 1.014 0.943
C 0.613 -2.784 -4.705
C 4.301 -0.881 1.101
C -0.098 -0.442 0.474
C 4.313 -0.105 2.218
C -0.260 -0.641 -4.155
C -1.732 -0.401 -2.128
C -0.089 2.683 -0.982
C -0.739 -1.939 2.711
C -0.742 -2.600 -2.895
C -0.115 -2.534 1.636
C 0.210 -1.792 0.511
C -1.146 1.971 -1.753
C -3.325 1.562 3.116
C 0.515 -1.429 -4.987
C 0.728 1.776 -0.394
C -1.057 -0.577 2.680
C 3.428 0.983 2.123
C -2.025 1.275 3.862
C -0.911 -1.232 -3.077
C 0.237 0.391 -0.744
C -0.738 0.163 1.548
C 1.776 2.074 0.586
H 0.967 -0.151 -1.360
H -1.214 1.918 3.502
H -2.164 1.463 4.930
H -0.810 4.311 -1.543
H -0.962 1.216 1.486
H -3.220 1.363 2.052
H 1.032 -1.004 -5.833
H 4.936 -0.299 3.073
H 3.289 1.725 2.888
H 0.125 -3.586 1.671
H 4.878 -1.760 0.894
H -0.990 -2.501 3.595
H -2.556 0.086 -2.659
H -4.121 0.933 3.506
H -2.138 -1.032 -1.329
H 1.210 -3.445 -5.320
H -0.366 0.420 -4.333
H -3.599 2.604 3.253
H -1.228 -3.113 -2.074
H 0.705 -2.258 -0.327

The value obtained for the total energy is -46181.07851 eV. The largest force on an atom is 0.97 eV Å⁻¹. The HOMO energy is -8.647 eV. As for the relative energy (zero: lowest compared OMol25 entry of this formula, charge and spin): 2.404 eV. The calculation puts the frontier orbital gap at 8.3 eV.



- Number 3 is which compound?
  C63H157N11O15



What did the second record say?
Here is a molecular structure, CH3IOS2 from OMol25. Energies are from wB97M-V/def2-TZVPD.

Positions of all 8 atoms, in Å:
I 2.074 -1.144 0.222
S -0.486 0.785 0.578
S 1.171 2.394 -0.723
O -1.900 0.854 0.306
C 0.013 -0.719 -0.423
H -0.665 -1.532 -0.043
H -0.142 -0.561 -1.516
H -0.065 -0.077 1.599

The value obtained for the total energy is -32899.68659 eV. The largest force on an atom is 3.78 eV Å⁻¹. The HOMO energy (alpha / beta) is -9.446 / -9.299 eV. As for the relative energy (zero: lowest compared OMol25 entry of this formula, charge and spin): 4.133 eV. The calculation puts the frontier orbital gap (alpha / beta) at 7.2 / 7.1 eV.